(1)
ORCA calculation (ωB97M-V with the def2-TZVPD basis set) on C2H3N3OS in the gas phase in a non-equilibrium geometry.

Last column: Mulliken charge in e.
CARTESIAN COORDINATES (ANGSTROEM)
H1 -1.38 -1.79 1.90  0.24
N1 -0.45 -1.42 1.47  -0.61
C1 -0.60 -0.33 0.77  0.49
C2 -1.75 0.63 0.51  -0.19
N2 -1.28 1.57 -0.26  -0.23
O1 -0.03 1.39 -0.70  -0.08
N3 0.58 0.26 0.05  -0.05
S1 1.48 -0.89 -0.82  -0.07
H2 -2.66 0.73 1.07  0.36
H3 2.74 -0.44 -0.63  0.16

frontier orbital gap	9.4333	eV
SMILES	[H]/N=c1\cnon1S
energy above the lowest of the compared OMol25 structures with the same formula, charge and spin	89.7	kcal/mol
DFT total energy	-715.55334	hartree

(2)
ORCA calculation (ωB97M-V with the def2-TZVPD basis set) on C2H3N3OS in the gas phase in a non-equilibrium geometry.

Last column: Mulliken charge in e.
CARTESIAN COORDINATES (ANGSTROEM)
H1 1.21 2.47 -0.21  0.23
N1 0.31 2.10 0.05  -0.65
C1 0.60 0.85 0.08  0.53
C2 1.85 0.06 -0.13  -0.15
N2 1.63 -1.19 -0.11  -0.31
O1 0.34 -1.41 0.10  -0.10
N3 -0.30 -0.17 0.34  0.03
S1 -1.91 -0.13 -0.20  -0.10
H2 2.85 0.49 -0.14  0.36
H3 -2.45 -0.26 1.03  0.16

frontier orbital gap	9.6417	eV
SMILES	[H]/N=c1\cnon1S
energy above the lowest of the compared OMol25 structures with the same formula, charge and spin	78.9	kcal/mol
DFT total energy	-715.57049	hartree

Among the records above, which one has the highest energy above the lowest of the compared OMol25 structures with the same formula, charge and spin?
number 1

What is the energy above the lowest of the compared OMol25 structures with the same formula, charge and spin in the second record?
78.9 kcal/mol